Entry 1:
8 unconnected molecules or ions with the total composition C14H44N4O8 in a non-equilibrium geometry. Source: OMol25; level of theory: wB97M-V/def2-TZVPD.

Geometry as XYZ:
```
70
Properties=species:S:1:pos:R:3:forces:R:3
N 1.386 0.172 1.289 -5.914 -2.421 -1.901
C 2.413 0.822 0.840 0.600 1.272 -6.413
N 3.125 1.256 1.822 4.107 2.570 1.144
O 2.661 1.051 -0.487 -1.050 -0.926 5.981
H 0.613 0.074 0.536 1.354 0.026 1.589
H 1.052 0.113 2.262 0.647 0.534 -0.868
H 3.839 1.909 1.571 0.513 0.058 -0.085
H 2.882 1.302 2.783 -0.594 -0.411 0.409
N 1.174 3.253 -3.641 3.080 0.380 0.861
C 0.081 3.140 -2.900 -5.541 -1.310 -7.003
N 0.210 3.339 -1.665 2.135 1.054 6.665
O -1.180 2.879 -3.450 6.000 0.908 2.487
H 1.195 3.020 -4.598 -0.212 -0.268 -0.823
H 2.103 3.334 -3.127 -1.883 -0.252 -1.283
H -0.712 3.319 -1.273 -0.502 0.480 1.303
H 1.088 3.615 -1.041 -2.613 -0.987 -2.400
C -1.729 1.593 3.836 -0.518 -1.352 1.998
C -1.286 1.901 2.515 -0.148 3.621 -1.459
O -1.771 1.003 1.620 0.725 -1.640 -1.178
H -2.728 1.270 4.139 -0.414 0.500 -1.161
H -1.480 2.430 4.391 0.441 1.561 1.745
H -1.169 0.790 4.169 1.471 -1.802 1.244
H -0.204 2.319 2.474 -0.910 -1.735 -0.029
H -1.767 2.855 2.341 -0.444 0.868 -0.717
H -1.374 1.141 0.745 -0.239 -0.128 -0.187
C 2.449 -0.372 -3.537 1.265 0.848 -1.565
C 3.537 -1.284 -2.959 -0.232 0.162 -0.321
O 2.855 -2.481 -2.677 -0.550 -0.700 0.671
H 2.286 -0.591 -4.622 0.225 0.079 0.781
H 2.837 0.647 -3.463 -0.129 0.113 -0.204
H 1.461 -0.336 -3.114 -0.076 -0.509 0.820
H 4.083 -0.811 -2.100 -0.765 -0.506 -0.401
H 4.283 -1.532 -3.736 -0.074 0.565 0.142
H 3.405 -3.143 -2.258 0.367 0.041 0.044
C -1.539 -3.807 2.306 0.466 -0.607 -1.189
C -1.571 -2.489 3.040 0.733 -0.350 -0.675
O -2.905 -2.302 3.388 -2.172 2.547 -0.803
H -2.187 -4.497 2.814 -0.548 -0.186 0.359
H -0.591 -4.377 2.242 -0.122 0.874 -0.150
H -1.981 -3.657 1.288 0.512 -0.242 0.669
H -1.096 -1.671 2.475 -0.537 -0.060 -0.177
H -1.054 -2.492 3.962 0.978 -0.443 1.055
H -3.288 -1.512 2.905 0.747 -1.426 0.852
C -0.498 -1.639 -1.250 0.690 0.148 -0.649
C -1.102 -0.304 -1.701 -1.818 -2.906 0.964
O -0.609 0.646 -0.817 -0.134 0.584 0.787
H 0.598 -1.497 -1.430 -0.733 -0.625 0.478
H -0.831 -2.577 -1.715 -0.013 0.546 -0.454
H -0.726 -1.787 -0.220 0.109 0.006 1.121
H -2.231 -0.354 -1.693 1.102 0.384 -0.036
H -0.740 -0.214 -2.670 0.248 1.066 -1.935
H -0.086 1.284 -1.287 0.493 0.715 -0.353
C -4.139 2.012 -0.054 -0.600 1.185 -3.305
C -3.399 2.883 -1.199 -2.105 -0.127 3.455
O -2.299 3.628 -0.611 -0.555 -1.016 -1.248
H -3.718 1.078 -0.056 1.854 -2.127 0.701
H -5.136 1.671 -0.381 -0.187 1.077 0.136
H -4.128 2.464 0.892 -0.128 0.575 1.267
H -4.199 3.460 -1.668 0.628 0.704 -0.053
H -3.041 2.199 -1.893 1.170 -0.755 -1.330
H -2.616 4.257 0.020 -0.504 0.479 0.486
C 1.814 -3.935 0.231 -1.662 3.687 1.389
C 2.720 -2.897 0.940 1.621 -1.653 -2.985
O 2.173 -2.327 2.000 -1.566 0.719 3.637
H 1.486 -4.741 0.821 0.396 -1.423 0.760
H 2.154 -4.133 -0.730 0.473 -0.816 -1.647
H 0.851 -3.344 0.162 0.804 -0.673 -0.529
H 3.032 -2.095 0.263 -0.166 -0.163 -0.791
H 3.661 -3.331 1.225 0.547 -0.572 0.369
H 1.607 -1.622 1.691 -0.146 0.183 -0.067
```
Positions in Å, forces in eV/Å.

Max |F|: 9.03 eV Å⁻¹
Highest occupied orbital energy: -9.13 eV
SMILES: NC(N)=O.NC(N)=O.CCO.CCO.CCO.CCO.CCO.CCO

These are the Mulliken partial charges, in e, on atoms 1 to 2:
1. N 0.6913
2. C 0.3306



Entry 2:
8 unconnected molecules or ions with the total composition C14H44O8 in a non-equilibrium geometry. Source: OMol25; level of theory: wB97M-V/def2-TZVPD.

Geometry as XYZ:
```
66
Properties=species:S:1:pos:R:3:forces:R:3
C -2.614 -1.122 -2.920 -0.253 -0.045 -1.135
O -2.335 -0.797 -4.280 -0.335 0.584 0.868
H -3.014 -0.288 -2.344 0.194 0.293 -0.458
H -3.354 -1.922 -2.892 0.225 -0.270 0.323
H -1.653 -1.421 -2.500 0.314 -0.379 0.719
H -2.317 -1.615 -4.783 0.010 -0.160 -0.163
C -0.493 3.206 3.326 0.760 -0.839 -0.226
O -1.388 4.144 2.747 0.196 -0.478 0.350
H 0.259 3.624 3.995 -0.240 0.411 0.116
H -0.991 2.383 3.838 -0.341 0.138 0.231
H 0.078 2.694 2.550 -0.062 0.293 -0.369
H -2.096 4.199 3.394 -0.296 0.468 -0.171
C -3.932 -2.450 3.079 0.681 1.812 -0.079
C -3.001 -1.182 3.439 -1.081 -1.476 0.037
O -2.694 -1.162 4.802 0.213 0.173 0.748
H -3.393 -3.396 3.018 0.229 0.279 -0.267
H -4.392 -2.143 2.140 0.045 -0.600 -0.351
H -4.762 -2.637 3.760 0.211 0.521 0.351
H -3.452 -0.223 3.185 -0.460 -0.216 -0.375
H -2.059 -1.217 2.893 0.129 -0.330 -0.430
H -2.962 -0.303 5.137 0.066 -0.142 0.319
C 1.477 -1.156 -4.235 0.836 0.837 1.179
C 3.033 -1.204 -4.452 -2.675 1.069 1.566
O 3.087 -1.946 -5.583 1.611 -1.191 -1.887
H 1.030 -2.149 -4.280 0.295 -0.033 -0.384
H 0.987 -0.470 -4.926 0.152 -0.241 -0.217
H 1.230 -0.788 -3.239 0.005 0.216 0.289
H 3.561 -1.618 -3.592 -0.057 -0.509 0.189
H 3.485 -0.223 -4.597 -0.323 0.427 -0.004
H 3.991 -1.823 -5.885 0.111 -0.535 -0.726
C 2.986 4.161 1.787 1.214 1.586 0.106
C 3.963 4.462 0.608 -1.974 -1.109 0.264
O 4.470 3.171 0.265 0.606 0.362 0.029
H 2.515 5.093 2.100 -0.223 0.095 -0.099
H 3.687 3.949 2.595 -0.354 -0.546 0.280
H 2.202 3.407 1.712 0.411 -0.112 -0.561
H 4.680 5.213 0.941 0.400 -0.354 0.100
H 3.467 4.875 -0.271 -0.239 0.132 -0.008
H 5.238 3.286 -0.299 0.115 -0.088 -0.114
C 2.094 -3.926 -2.005 -0.452 -0.750 0.056
C 1.852 -4.967 -0.873 -0.730 2.978 -0.781
O 2.994 -5.743 -0.782 -0.420 -1.168 0.210
H 2.404 -4.478 -2.892 0.416 0.107 0.032
H 2.853 -3.207 -1.697 0.175 -0.130 -0.143
H 1.220 -3.378 -2.357 -0.308 0.050 0.483
H 0.898 -5.479 -0.996 0.219 -0.585 -0.444
H 1.682 -4.398 0.042 0.172 0.111 0.527
H 2.595 -6.608 -0.667 0.904 -0.599 0.139
C -3.961 2.126 1.198 -1.850 -1.261 1.129
C -3.186 2.408 -0.033 1.284 0.825 0.285
O -1.796 2.397 0.360 0.266 -0.918 -1.076
H -4.935 2.601 1.317 0.077 0.340 -0.304
H -3.444 2.227 2.152 0.385 0.527 -0.296
H -4.206 1.064 1.180 -0.112 -0.233 0.121
H -3.366 3.381 -0.489 -0.376 -0.073 -0.082
H -3.365 1.617 -0.762 0.292 0.198 -0.156
H -1.670 3.187 0.891 0.158 0.266 0.412
C 1.112 0.145 1.227 0.351 0.670 0.301
C 0.818 -1.080 0.363 0.083 1.367 1.355
O -0.487 -0.893 -0.092 0.202 -1.958 -0.228
H 1.968 0.067 1.897 0.116 -0.455 -0.207
H 0.247 0.358 1.856 -0.077 -0.202 0.092
H 1.287 1.049 0.644 0.030 -0.047 -0.280
H 1.018 -2.016 0.884 -0.807 -0.455 -0.220
H 1.487 -1.123 -0.496 0.377 0.096 -0.790
H -0.638 0.055 -0.101 -0.490 1.255 -0.175
```
Positions in Å, forces in eV/Å.

Max |F|: 3.28 eV Å⁻¹
Highest occupied orbital energy (alpha / beta): -12.43 / -12.43 eV
Total charge: +1
2S+1: 2

These are the Mulliken partial charges, in e, on atoms 1 to 2:
1. C 0.0180
2. O -0.4409



Entry 3:
A molecular structure, C14H46F3O12Y in a non-equilibrium geometry. Source: OMol25; level of theory: wB97M-V/def2-TZVPD.

Geometry as XYZ:
```
76
Properties=species:S:1:pos:R:3:forces:R:3
Y -33.316 -17.528 20.291 0.887 0.020 0.028
C -28.194 -15.342 20.351 -2.939 -4.263 -0.071
O -27.530 -16.589 20.591 1.149 0.419 0.299
O -29.546 -15.768 20.423 2.897 2.337 0.059
C -27.641 -14.165 21.217 0.018 0.815 -0.364
F -27.958 -14.368 22.481 0.813 -0.404 0.165
F -26.313 -14.135 20.941 -0.900 -0.038 0.954
F -28.120 -12.958 20.911 -0.174 -0.640 -0.549
C -26.173 -16.888 20.145 1.516 -0.831 0.431
C -25.796 -18.347 20.540 -0.895 0.630 -0.033
H -26.161 -18.568 21.543 -0.101 -0.139 -0.113
H -26.219 -19.017 19.792 -0.253 -0.163 0.283
H -24.729 -18.572 20.538 0.103 0.652 -0.089
H -25.481 -16.158 20.564 -0.209 0.030 0.505
H -25.919 -16.825 19.087 -1.092 0.353 -0.490
H -27.918 -15.238 19.302 -0.295 1.026 -0.917
C -29.995 -19.442 17.475 0.220 0.386 0.089
O -31.368 -19.035 17.436 -0.880 0.242 0.927
H -29.433 -18.617 17.038 0.248 -0.465 -0.507
H -29.613 -19.514 18.493 -0.407 -0.206 0.200
H -29.895 -20.414 16.990 0.379 0.298 -0.138
H -31.854 -19.620 16.850 0.047 -0.020 -0.088
C -28.645 -15.766 27.351 3.166 -1.676 -0.275
O -29.970 -15.704 27.085 -2.769 0.811 -0.448
H -28.225 -15.728 28.356 -0.861 0.254 0.406
H -28.357 -16.750 26.980 0.490 -0.385 0.183
H -27.990 -15.127 26.759 -0.554 0.784 -0.164
H -30.559 -15.537 27.824 0.470 0.165 0.228
C -33.049 -18.464 25.200 -0.286 -0.360 2.008
O -32.565 -17.749 24.102 0.385 0.250 -1.607
H -32.238 -18.802 25.845 0.267 -0.271 -0.223
H -33.596 -17.782 25.851 -0.562 -0.173 -0.090
H -33.639 -19.345 24.947 -0.049 0.321 -0.366
H -31.862 -17.208 24.468 0.192 0.307 -0.262
C -25.158 -23.995 23.006 -0.852 2.545 -0.356
O -26.480 -24.277 23.419 -0.303 -2.327 0.468
H -25.059 -23.918 21.923 -0.055 -0.484 -0.242
H -25.043 -22.965 23.343 1.104 0.142 0.134
H -24.358 -24.624 23.397 -0.712 -0.291 0.335
H -27.162 -23.605 23.354 0.764 0.449 -0.335
C -29.116 -20.578 24.654 1.397 -0.290 0.186
O -29.512 -21.525 23.673 0.150 0.274 -0.279
H -29.412 -20.888 25.657 -0.579 0.417 -0.043
H -28.028 -20.597 24.707 0.223 -0.571 -0.117
H -29.213 -19.519 24.415 -1.110 0.042 -0.057
H -30.370 -21.328 23.290 -0.030 0.113 0.328
C -30.163 -14.527 14.188 -0.265 2.940 -0.355
O -29.603 -13.393 13.404 0.130 -1.642 0.490
H -30.660 -15.259 13.552 0.473 -0.265 0.219
H -29.423 -14.857 14.918 0.185 -0.407 -0.621
H -30.902 -13.971 14.765 -0.559 -0.709 0.375
H -30.146 -13.321 12.615 0.028 0.083 -0.098
C -32.687 -11.552 24.955 -0.436 1.293 0.705
O -33.593 -11.221 23.922 -0.298 -0.786 -0.825
H -31.809 -12.056 24.550 -0.080 0.091 0.026
H -32.434 -10.627 25.472 0.732 -0.023 -0.051
H -33.149 -12.128 25.758 -0.175 -0.546 -0.269
H -33.963 -10.337 23.984 0.269 -0.063 0.404
C -20.492 -17.066 17.445 0.730 -1.496 -0.457
O -20.505 -16.546 18.737 -0.616 1.029 0.671
H -19.531 -17.566 17.332 0.221 0.040 -0.588
H -21.212 -17.882 17.391 -0.322 0.212 -0.065
H -20.643 -16.369 16.621 -0.133 0.193 0.191
H -20.180 -15.644 18.684 0.092 0.022 0.246
C -26.223 -7.616 20.363 0.705 -1.412 -0.446
O -25.791 -8.808 20.971 0.922 -1.168 1.461
H -27.311 -7.668 20.384 0.017 1.183 -0.201
H -25.665 -6.841 20.889 -0.835 0.326 0.047
H -25.784 -7.688 19.367 -0.590 0.708 -0.556
H -26.276 -9.600 20.725 -0.222 0.367 -0.309
C -31.537 -10.738 17.771 0.101 0.515 -0.196
O -32.862 -11.272 17.927 0.900 0.361 0.276
H -31.482 -9.920 17.053 -0.283 -0.458 -0.862
H -31.106 -10.184 18.605 -0.343 -0.616 0.958
H -30.864 -11.555 17.512 -0.155 0.138 -0.147
H -33.388 -10.575 18.329 -0.214 0.005 -0.018
```
Positions in Å, forces in eV/Å.

Max |F|: 5.18 eV Å⁻¹
Highest occupied orbital energy: -12.87 eV
Total charge: +2

These are the Mulliken partial charges, in e, on atoms 1 to 2:
1. Y 1.5933
2. C -0.0162



Calculated energy above the lowest of the compared OMol25 structures with the same formula, charge and spin in order - 110.7; 61.2; 172.4 kcal per mole